1.
Below is one molecule with the formula C4H8BrN, with properties calculated with wB97M-V/def2-TZVPD.

Last columns: bonded neighbours and bond lengths (Å).
Element x y z (Å)
1 H -1.3862 -2.6549 0.9804  N2 1.042
2 N -1.1799 -1.6335 0.9688  H1 1.042, C3 1.263
3 C -0.4828 -1.2277 -0.0030  N2 1.263, Br4 2.050, C5 1.419
4 Br 0.4475 -2.5633 -1.2487  C3 2.050
5 C -0.1900 0.1189 -0.3402  C3 1.419, C6 1.535, C7 1.510, H8 1.159
6 C 1.2616 0.5197 -0.6365  C5 1.535, H9 1.104, H10 1.116, H11 1.082
7 C -0.5773 1.1054 0.7359  C5 1.510, H12 1.087, H13 1.026, H14 1.086
8 H -0.8501 0.4266 -1.2420  C5 1.159
9 H 1.8775 0.0603 0.1558  C6 1.104
10 H 1.4938 0.2523 -1.6943  C6 1.116
11 H 1.3639 1.5891 -0.5113  C6 1.082
12 H -0.0813 0.6435 1.5857  C7 1.087
13 H -1.5764 1.3230 0.8224  C7 1.026
14 H -0.1202 2.0405 0.4270  C7 1.086

* LUMO energy: 0.784 eV
* HOMO level: -10.2 eV
* orbital gap: 10.93 eV

***

2.
Below is a 2-piece molecular cluster, C5H10NO3 overall, with properties calculated with wB97M-V/def2-TZVPD.

Last columns: bonded neighbours and bond lengths (Å).
Element x y z (Å)
1 C 0.1369 -0.9366 2.1452  C2 1.444, C3 1.501, H6 1.073, H7 1.138
2 C 0.0971 -2.3392 1.8024  C1 1.444, H8 1.199, H11 1.145, H12 1.097
3 C -1.0409 -0.1592 1.6337  C1 1.501, O4 1.246, N5 1.396
4 O -1.7949 0.6065 2.2641  C3 1.246
5 N -1.4395 -0.5243 0.3462  C3 1.396, H9 1.084, H10 1.091
6 H -0.0162 -0.8907 3.2063  C1 1.073
7 H 1.1768 -0.5478 1.8933  C1 1.138
8 H 0.7054 -2.3648 0.7692  C2 1.199
9 H -2.2656 0.0022 -0.1178  N5 1.084
10 H -0.6796 -0.8581 -0.3623  N5 1.091
11 H -0.9128 -2.7382 1.4400  C2 1.145
12 H 0.4750 -3.0868 2.5109  C2 1.097
13 C -0.0207 1.8121 -1.7965  C14 1.597, H17 1.106, H18 1.048, H19 1.013
14 C 1.1876 0.8052 -2.0723  C13 1.597, O15 1.255, O16 1.248
15 O 2.0602 1.2627 -2.8490  C14 1.255
16 O 1.0182 -0.2843 -1.4878  C14 1.248
17 H 0.1890 2.8423 -2.1400  C13 1.106
18 H -0.3075 1.8213 -0.7883  C13 1.048
19 H -0.7157 1.7184 -2.5282  C13 1.013

* LUMO energy: 3.591 eV
* total charge: -1
* HOMO level: -4.2 eV
* orbital gap: 7.83 eV